# 1
# C42H46BBrCl2F4N9O4S2Y

A molecular structure, C42H46BBrCl2F4N9O4S2Y (the ωB97M-V functional and the def2-TZVPD basis, the Open Molecules 2025 dataset).

```
! wB97M-V def2-TZVPD RIJCOSX def2/J DEFGRID3
* xyz -2 1
Y -0.5535 -1.1644 0.4419
Br 0.5313 -3.1864 -6.4378
Cl -2.7219 5.6339 3.5473
Cl 1.0529 3.6436 0.2686
S 2.6627 1.0227 -1.4192
S -2.4046 -1.7077 2.9910
F -2.2441 -5.5781 1.2766
F -1.2455 -5.4502 -0.7891
F -1.4647 -3.5392 0.4962
F -3.3121 -4.5179 -0.4672
O -3.8063 1.3280 -0.7405
O -0.8435 1.3394 0.0403
O -1.0129 -2.1383 2.9439
O -3.4075 -2.6845 3.3058
N 1.4277 -1.2944 0.8535
N 3.1341 1.0839 -4.0413
N -4.8051 -1.4928 0.9481
N 3.7488 2.9559 -2.8566
N -2.9652 -1.4032 -0.5575
N -1.8858 1.5131 -2.9600
N -2.5992 -0.9205 1.6190
N -0.3485 -1.6693 -2.1253
N -2.4454 2.4015 7.3078
C 2.6040 0.3284 3.1256
C -0.3438 -3.4404 -3.7368
C -1.3327 2.3638 0.6179
C -0.5950 -2.9344 -2.4689
C -0.0111 3.0068 -3.1677
C 0.1195 2.4777 -5.8870
C -3.7590 -1.7531 -1.5513
C -5.1057 -2.0003 -1.3657
C 4.3265 3.5770 -4.0225
C -2.4680 -0.4582 4.2469
C 0.4404 -1.2596 -4.3452
C 0.1785 -0.8594 -3.0450
C 0.9244 3.6437 -3.9602
C -2.7019 2.5091 1.0111
C 3.5605 -2.4783 0.6332
C 2.0050 1.4736 2.3185
C 3.2021 1.7151 -2.8165
C -2.0223 0.8296 3.9928
C 3.3382 -0.7062 2.2882
C 3.0871 -3.4124 -0.4699
C 2.7048 -1.4789 1.2388
C -3.1108 3.4793 1.9275
C -2.8649 0.1353 6.5375
C -3.7920 1.7437 0.3962
C 5.4755 -1.8486 2.0032
C -0.9248 2.1014 -3.7308
C -2.0101 1.7746 5.0028
C -0.9412 4.4754 1.8435
C 4.6701 -0.9029 2.6222
C 1.5730 -0.3093 4.0547
C 1.9130 -4.3020 -0.0648
C -2.2296 4.4354 2.3679
C -2.8860 -0.8063 5.5217
C 4.8843 -2.6265 1.0186
C -0.8271 1.8345 -5.1053
C -5.5724 -1.8504 -0.0720
C -0.5262 3.4981 0.9702
C 2.8177 -2.6575 -1.7722
C 1.0016 3.3963 -5.3296
C -2.4250 1.4341 6.2877
C -3.5147 -1.3063 0.6692
C 0.1735 -2.5747 -4.6766
B -2.0866 -4.8149 0.1428
H -1.0013 -3.5889 -1.7136
H 2.6312 0.2113 -3.9805
H -3.1987 -0.1339 7.5339
H -1.6797 1.0961 3.0025
H 1.1912 1.1276 1.6828
H -4.7026 1.6600 1.0253
H 3.3706 0.7786 3.7702
H -1.8058 1.5067 -1.9519
H 2.7546 1.9115 1.6569
H 4.9267 2.8569 -4.5818
H 2.0658 -1.8928 -1.5968
H -0.0343 3.1815 -2.0985
H 1.6282 2.2589 2.9858
H -2.3869 0.7285 -3.3387
H 1.0450 -3.7105 0.2120
H -6.6210 -2.0165 0.1595
H 1.7284 3.9094 -5.9475
H 0.8298 -0.5586 -5.0704
H 2.4789 -3.3400 -2.5622
H 2.0582 -0.9962 4.7534
H -1.8137 3.1694 7.1376
H 2.1745 -4.9094 0.8046
H 1.6274 -4.9762 -0.8786
H -1.6689 2.7822 4.7910
H 0.4083 0.1492 -2.7240
H -0.2585 5.2672 2.1203
H 2.8538 1.6563 -4.8280
H -2.3009 2.0152 8.2279
H 1.0429 0.4549 4.6359
H 3.7229 -2.1484 -2.1134
H 5.4781 -3.3896 0.5191
H 6.5142 -1.9807 2.2840
H -5.7489 -2.3053 -2.1775
H 0.8451 -0.8810 3.4879
H 0.1654 2.2561 -6.9474
H 4.9782 4.3898 -3.7063
H 1.6133 4.3379 -3.4918
H -1.5066 1.1176 -5.5540
H -3.2955 -1.8463 -2.5299
H -0.5489 -4.4788 -3.9508
H -3.2360 -1.8135 5.7063
H -4.1400 3.4807 2.2681
H 3.9282 -4.0889 -0.6698
H 3.5673 3.9928 -4.6957
H 5.0921 -0.2865 3.4135
H 3.7873 3.4180 -1.9653
*
```

E_HOMO   -0.787 eV
HOMO-LUMO gap   4.23 eV
Relative energy (zero: lowest compared OMol25 entry of this formula, charge and spin)   1.9 kcal per mole
Total energy   -7175.77135 Ha

=====

# 2
# C42H46Br4N6O6P2PbSTe

A molecular structure, C42H46Br4N6O6P2PbSTe in a non-equilibrium geometry (the ωB97M-V functional and the def2-TZVPD basis, the Open Molecules 2025 dataset).

```
! wB97M-V def2-TZVPD RIJCOSX def2/J DEFGRID3
* xyz -2 1
Pb 0.1251 -0.5459 -0.6721
Te -3.2177 0.5880 -3.5409
Br 4.7569 2.2345 -1.4398
Br 3.0148 2.2705 -6.8410
Br 5.3335 2.8983 -4.5987
Br 0.1244 0.9900 -5.8760
S -0.8153 2.7527 -1.8891
P -3.1376 -1.3254 -2.2045
P 1.4420 1.2638 1.4935
O 0.0433 0.6393 -2.8881
O -4.5390 -1.2244 -1.3009
O 2.0474 0.9848 -1.0526
O -2.0314 -1.7270 -1.3043
O 0.0519 -3.4987 1.4546
O -3.4081 -2.7036 -3.0829
N 2.1355 -2.5183 1.4121
N 1.4606 -1.8785 -2.4410
N -2.6626 3.3203 0.4589
N -1.6836 -0.1095 1.1749
N -1.2706 1.7717 -0.6626
N 1.9970 -2.1786 0.1292
C 3.2695 1.1443 1.8192
C 3.7285 -0.0483 2.6409
C 2.4052 -3.0636 5.5701
C -4.3401 -4.0509 -4.8098
C -4.2673 -2.6642 -4.1853
C -1.3434 4.3508 -1.2963
C 3.4058 -1.7197 -4.3793
C -3.7131 0.0783 3.0308
C 2.3825 -2.9907 4.1904
C 3.4220 1.8629 -2.7394
C 0.5125 0.2794 4.0308
C 2.0649 -1.7660 -4.7376
C 1.1903 1.0794 -3.2648
C -5.4461 -3.3412 -0.5631
C 2.7502 -1.9126 -2.0750
C -2.1662 4.4578 -0.1681
C 1.4063 3.0609 0.9647
C 1.2470 -3.3218 6.2856
C 1.1290 -1.8188 -3.7139
C -2.9275 -1.0679 2.9562
C -2.4257 1.0102 1.2309
C -1.2714 6.7519 -1.4744
C -1.9418 -1.1181 1.9786
C 4.4189 -2.4854 -0.2384
C -2.0677 6.8591 -0.3509
C 2.6964 1.8962 -5.0130
C -3.4873 1.1103 2.1478
C 0.0428 -3.4877 4.2218
C 3.7585 -1.8032 -3.0461
C -2.0827 2.0569 0.2881
C 3.0139 -2.1544 -0.6709
C -0.9053 5.4950 -1.9375
C 1.9947 4.1286 1.8818
C 0.0640 -3.5467 5.6027
C 1.0644 -3.0503 2.0082
C 2.2350 1.3026 -2.2817
C 1.1918 -3.1810 3.4974
C 3.6717 2.1552 -4.0785
C 0.7994 1.5505 3.2455
C 1.4748 1.3713 -4.5938
C -4.6915 -2.0719 -0.1925
C -2.5087 5.7149 0.3052
H -0.0436 0.5103 4.9436
H 4.4068 -2.6923 0.8304
H -5.5815 -3.9721 0.3132
H -4.8765 -3.8853 -1.3117
H 1.9224 3.0855 0.0068
H 0.0654 -1.7909 -3.9072
H 3.7147 1.0799 0.8297
H -0.0764 -0.4118 3.4339
H -5.2501 -1.5012 0.5634
H -4.1506 1.9643 2.1519
H -4.9889 -4.0240 -5.6831
H 4.8103 -0.1622 2.5520
H -0.2872 5.3870 -2.8160
H 1.8819 5.1071 1.4157
H 4.7933 -3.3585 -0.7745
H -2.3597 7.8310 0.0215
H -0.8468 -3.7584 6.1508
H -5.2725 -2.3413 -3.8755
H -6.4233 -3.0871 -0.9728
H -4.7320 -4.7658 -4.0880
H 3.0557 3.9650 2.0526
H 3.4951 0.0774 3.6978
H 0.3583 3.3014 0.7747
H -0.9305 7.6399 -1.9909
H -3.1387 5.8039 1.1831
H 1.4892 2.1879 3.8030
H -3.1325 3.4826 1.3358
H 5.0837 -1.6427 -0.4315
H 1.4836 4.1604 2.8420
H 3.2494 -0.9583 2.2821
H -3.3450 -4.3730 -5.1066
H -3.0750 -1.8912 3.6384
H 1.7551 -1.7355 -5.7715
H -4.5124 0.1501 3.7589
H 3.6100 2.0671 2.2908
H 1.2675 -3.3609 7.3681
H -3.7071 -2.3255 0.2160
H 3.2850 -2.7860 3.6374
H 1.4238 -0.2370 4.3163
H -0.8674 -3.6838 3.6736
H -3.8959 -1.9338 -4.9219
H -0.1384 2.1011 3.1230
H 3.3338 -2.9044 6.1029
H -1.3343 -2.0014 1.8273
H 4.1672 -1.6233 -5.1458
H 4.7963 -1.7534 -2.7568
*
```

E_HOMO   -1.752 eV
HOMO-LUMO gap   5.58 eV
Relative energy (zero: lowest compared OMol25 entry of this formula, charge and spin)   26.3 kcal per mole
Total energy   -14246.07277 Ha

=====

# 3
# C42H46CuN3O7P3S

A molecular structure, C42H46CuN3O7P3S in a non-equilibrium geometry (the ωB97M-V functional and the def2-TZVPD basis, the Open Molecules 2025 dataset).

```
! wB97M-V def2-TZVPD RIJCOSX def2/J DEFGRID3
* xyz -1 1
Cu -0.8044 0.0118 -0.7597
S -0.6366 2.1494 -9.9783
P 0.4505 -0.7911 1.0007
P -2.7034 1.5088 0.4509
P 1.1210 -0.3599 4.3828
O -1.8372 2.9484 -10.1437
O -2.2953 1.2411 -0.9859
O -3.8810 2.3673 0.6915
O -2.8549 0.0752 1.2129
O 0.3575 2.7061 -9.0851
O -0.1116 1.5573 -11.1900
O -1.3961 2.0574 1.2520
N -1.9878 -0.1917 -9.7612
N -0.7395 -0.3004 -2.8706
N -1.1034 0.6865 -7.7453
C 4.7364 0.4641 -0.2439
C -1.8389 -1.3020 -4.7360
C -4.8344 -0.6055 -0.1333
C 1.3994 2.3436 4.7664
C 3.6242 1.1846 -0.6572
C 2.0185 1.2269 4.2011
C 0.1529 -0.5549 2.8067
C 2.3549 0.7773 -0.2628
C -0.2757 -4.8765 1.0997
C 0.9444 -4.3682 -0.9023
C -3.7928 -2.0580 1.5907
C 2.4743 -1.5872 4.4337
C 3.2513 1.3925 3.5708
C -0.1836 -3.5443 1.4913
C 3.5180 -1.3886 5.3436
C 1.0321 -3.0412 -0.5105
C 0.2863 -5.2930 -0.0964
C -1.3162 4.2054 -0.0372
C 3.8321 2.6508 3.4755
C -2.4811 -1.2071 -9.0688
C -1.5174 -1.2483 -3.3944
C 3.3788 -3.7850 3.9547
C 4.4183 -3.5686 4.8481
C -1.8623 4.1399 2.4208
C -1.3283 -0.3401 -5.5987
C 3.1951 3.7579 4.0259
C 3.3065 -1.0576 0.9556
C 4.4840 -2.3648 5.5412
C 1.9803 3.6021 4.6783
C 0.4773 -2.6094 0.7010
C -5.0300 -0.0161 2.3087
C -0.2680 0.6382 -3.6951
C 0.4204 3.5319 1.6052
C -2.3073 -1.3467 -7.6997
C -1.0629 3.4918 1.2950
C 4.5733 -0.6635 0.5511
C 2.4147 -2.8009 3.7540
C -1.5998 -0.3421 -7.0674
C -0.5271 0.6553 -5.0497
C 2.1781 -0.3403 0.5597
C -1.3015 0.7228 -9.0600
C -4.1395 -0.6282 1.2320
H 3.7614 0.5319 3.1548
H -2.3804 4.2428 -0.2710
H 1.3833 -4.6821 -1.8435
H -2.4823 -2.0968 -5.0907
H -5.1045 0.4115 -0.4206
H -4.6983 -2.6721 1.5856
H -1.6640 3.6228 3.3665
H -5.9760 -0.5635 2.3599
H 1.4847 4.4594 5.1197
H 1.4795 1.3277 -0.5978
H 3.5793 -0.4552 5.8941
H 0.3477 1.4091 -3.2432
H -4.5348 -0.0751 3.2831
H 3.6490 4.7394 3.9498
H 3.3109 -4.7175 3.4044
H 5.2913 -2.1883 6.2439
H -2.9284 4.0708 2.2024
H 0.4491 2.2211 5.2757
H -0.6351 -3.2480 2.4303
H -0.1258 1.4240 -5.6988
H -1.5764 5.1904 2.5263
H 5.1705 -4.3335 5.0083
H 1.5317 -2.3219 -1.1552
H -5.2289 1.0299 2.0764
H -0.8031 -5.5855 1.7290
H -0.5872 -1.3217 3.0450
H -3.0448 -1.9474 -9.6317
H 3.7419 2.0540 -1.2952
H -3.0838 -2.4682 0.8682
H 3.1941 -1.9461 1.5644
H 1.0095 3.2177 0.7379
H -4.1777 -1.0157 -0.9056
H 0.7194 4.5483 1.8776
H 0.6581 2.8685 2.4396
H -2.7065 -2.2035 -7.1746
H -5.7430 -1.2076 -0.0829
H 5.4393 -1.2376 0.8620
H -0.4397 0.3641 2.8198
H -3.3467 -2.1039 2.5899
H -0.8075 3.6850 -0.8517
H -0.9304 5.2254 0.0249
H -1.8962 -1.9969 -2.7056
H 4.7802 2.7673 2.9615
H 0.2118 -6.3304 -0.4037
H 1.6161 -2.9818 3.0477
H 5.7302 0.7761 -0.5452
*
```

E_HOMO   -5.424 eV
HOMO-LUMO gap   7.17 eV
Relative energy (zero: lowest compared OMol25 entry of this formula, charge and spin)   23.6 kcal per mole
Total energy   -5382.01493 Ha

=====

# 4
# C42H46IrN6O2P2

A molecular structure, C42H46IrN6O2P2 in a non-equilibrium geometry (the ωB97M-V functional and the def2-TZVPD basis, the Open Molecules 2025 dataset).

```
! wB97M-V def2-TZVPD RIJCOSX def2/J DEFGRID3
* xyz 2 6
Ir 2.7783 -0.6524 -1.7989
P 3.4377 -4.8337 -1.1826
P 3.3343 -1.5641 -3.7320
O 2.1053 0.9124 1.3983
O -0.7713 0.1973 -2.1093
N 5.0694 -1.6233 -4.5141
N 2.5158 -6.0264 -2.0617
N -1.0446 0.3643 0.2054
N 2.7260 -1.7288 -5.7194
N 4.5432 -6.1378 -0.5963
N 1.0858 0.2396 -0.6120
C 6.8997 -1.9429 -5.8360
C -1.9642 0.3589 5.1538
C 2.8236 -2.7962 -6.6185
C -0.2053 -3.2853 1.2288
C 0.8209 -7.4302 -2.6312
C 6.1648 -6.9514 0.7832
C -0.6911 0.7599 2.6443
C 2.3938 -0.6177 -6.4717
C 1.1267 0.7936 0.6701
C 4.2089 -3.9089 -2.5340
C 1.8912 -7.6077 -3.5708
C 5.6056 -5.7974 0.2573
C 0.9657 -2.5422 0.7808
C -1.9192 -3.2522 -1.7196
C 1.3523 -2.9124 -0.6590
C -1.5808 5.3086 1.2392
C -1.8178 -0.6920 4.2409
C 2.2142 -0.9789 -7.8253
C 3.1900 -3.3835 -3.5706
C 2.5040 -2.3696 -7.9222
C -1.2034 -0.4949 2.9860
C 6.0047 -0.6518 -4.1969
C -0.7811 2.6192 1.0421
C -0.6494 1.7423 3.6599
C 4.1865 0.6977 -1.4054
C -0.3230 1.1312 1.1690
C -0.7048 -2.7943 -2.3698
C -0.2700 0.2487 -0.9881
C 0.5040 -2.6017 -1.8130
C -1.3516 1.5802 4.8597
C 0.1351 3.6326 0.7880
C 4.4367 -7.5448 -0.5694
C -2.1270 2.9456 1.3417
C -2.5156 4.2854 1.4610
C 5.6266 -2.4280 -5.5186
C 5.4299 -8.0667 0.2559
C 7.1445 -0.8337 -4.9730
C -1.3080 -3.8148 0.6413
C 2.9170 -6.7408 -3.2062
C -0.2707 4.9795 0.8858
C 1.2443 -6.5085 -1.6848
C -1.5246 -4.3812 -0.7315
H -1.1573 -1.3293 2.2767
H -2.5342 0.2419 6.0806
H -2.5137 -3.6301 -2.5579
H -2.0297 0.5337 0.0369
H 3.9090 -6.6246 -3.6346
H 7.5539 -2.3464 -6.6020
H 1.9110 -8.3081 -4.4032
H 2.1451 -3.6470 -3.3528
H 3.6835 -8.0757 -1.1318
H 1.1756 3.3779 0.5579
H -1.8878 6.3538 1.3355
H 4.9582 -4.5306 -3.0434
H -2.4514 -2.4105 -1.2342
H 5.8540 -4.7603 0.4146
H -0.1409 -7.9307 -2.6522
H -3.5509 4.5211 1.7218
H 2.3592 -2.3311 -0.9002
H -0.1256 2.6856 3.4754
H -0.7928 -2.3111 -3.3425
H 3.4139 -3.8229 -4.5401
H 0.4539 5.7682 0.6697
H 8.0387 -0.2341 -4.9211
H 5.7707 0.0868 -3.4447
H -2.1832 -3.9193 1.3281
H 4.1142 0.9434 -0.3262
H 1.1435 -1.9597 -2.4923
H 0.8172 -6.2197 -0.7305
H 7.0003 -7.0165 1.4671
H 2.4947 -2.9982 -8.8086
H -2.3381 -5.1379 -0.7378
H 1.5628 -4.0162 -0.6489
H -1.4233 2.4150 5.5594
H 0.8622 -1.4570 0.9298
H 3.1359 -3.8082 -6.3468
H -0.1746 -3.2995 2.3221
H 4.7161 -3.0670 -2.0257
H 1.9140 -0.3248 -8.6320
H -2.2084 -1.6796 4.4902
H 2.3032 0.3555 -6.0030
H 5.6065 -9.1158 0.4569
H -2.8678 2.1611 1.5566
H 5.1078 -3.2626 -5.9934
H 5.2003 0.3574 -1.6532
H -0.5873 -4.8416 -1.0977
H 1.7907 -2.7579 1.4619
H 3.9264 1.6099 -1.9690
*
```

E_HOMO (spin up / spin down)   -10.789 / -11.916 eV
HOMO-LUMO gap (spin up / spin down)   6.38 / 2.93 eV
Total energy   -2893.15874 Ha

=====

Which formula does entry 2 have? C42H46Br4N6O6P2PbSTe

=====

Look up the total energy of the third one. -5382.01493 Ha